60
Properties=species:S:1:pos:R:3 method="wB97M-V/def2-TZVPD" relative_energy_kcal_mol=0.0 homo_energy_ev="0.1 / -7.3" spin_multiplicity=2 total_charge=-1
C 1.590 1.893 2.801
C 2.850 1.116 2.577
C 2.835 -0.204 2.561
H 0.624 1.700 2.383
H 1.442 1.790 3.930
H 1.735 2.984 2.692
H 3.717 1.794 2.652
H 3.622 -0.823 2.158
H 2.038 -0.885 2.753
H 0.156 -5.505 -0.342
H 0.338 -5.365 1.131
O -0.115 -4.934 0.398
H -3.270 2.588 2.766
H -2.421 1.406 2.834
O -2.973 1.875 2.174
H -2.031 3.742 -1.649
H -2.572 3.624 -0.319
O -2.563 4.282 -1.041
H -0.552 -3.119 0.522
H 0.818 -2.427 0.434
O -0.118 -2.271 0.633
H -0.176 2.798 -4.129
H 1.210 3.453 -4.236
O 0.443 3.410 -3.653
H -0.547 0.258 3.672
H -0.211 1.408 4.642
O -0.864 1.125 4.000
H 0.079 0.292 -2.485
H -0.632 0.774 -1.112
O -0.240 1.065 -1.980
H -0.774 -2.134 3.402
H -0.080 -1.776 2.077
O -0.466 -1.347 2.947
H -5.084 1.294 -2.247
H -3.713 0.645 -1.882
O -4.179 1.201 -2.557
H 1.555 1.756 -2.813
H 1.750 1.560 -1.361
O 2.272 1.728 -2.162
H -1.478 1.706 0.893
H -0.526 0.661 1.520
O -0.992 0.899 0.692
H 2.385 -3.338 1.435
H 2.502 -3.879 2.880
O 1.878 -3.768 2.133
H -2.180 1.583 -4.993
H -2.104 2.012 -3.439
O -1.654 1.594 -4.188
H -2.725 -0.065 0.517
H -3.908 0.976 0.901
O -3.677 0.195 0.310
H 2.563 -4.296 -2.234
H 1.352 -3.499 -2.101
O 1.612 -4.385 -2.390
H 2.772 -1.427 0.748
H 2.009 -1.217 -0.616
O 2.462 -1.863 -0.067
H 0.969 -0.754 -5.373
H 1.883 -1.344 -4.274
O 1.364 -0.561 -4.522



8
Properties=species:S:1:pos:R:3 method="wB97M-V/def2-TZVPD" relative_energy_kcal_mol=36.8 homo_energy_ev=-11.8 smiles=N#CC(Cl)(Cl)Cl.F
N -1.606 0.402 -0.218
C -0.512 0.596 -0.044
C 0.976 0.489 -0.008
Cl 1.507 -0.628 -1.377
Cl 1.606 2.167 -0.416
Cl 1.312 0.006 1.642
F -1.368 -1.799 0.202
H -1.915 -1.232 0.218



27
Properties=species:S:1:pos:R:3 method="wB97M-V/def2-TZVPD" relative_energy_kcal_mol=46.3 homo_energy_ev=-8.4 smiles="C=C(/N=C/CC)[Si](C)(C)C"
C 2.278 0.168 0.002
C 0.863 -0.192 0.068
N 0.105 -0.025 -1.057
C 0.481 -0.094 -2.245
C -0.319 0.116 -3.420
C -0.166 1.515 -3.948
Si -0.017 -0.617 1.684
C 0.623 0.449 3.207
C -1.898 -0.105 1.332
C 0.283 -2.575 2.330
H 3.047 0.260 0.839
H 2.783 0.328 -0.956
H 1.505 -0.587 -2.518
H -1.383 -0.041 -3.144
H 0.129 -0.680 -4.147
H -0.621 2.195 -3.158
H 0.818 1.793 -4.078
H -0.815 1.560 -4.822
H 0.352 1.486 2.898
H 0.118 0.116 4.057
H 1.620 0.115 3.269
H -2.442 -0.267 2.223
H -2.063 0.894 1.126
H -2.300 -0.699 0.484
H 1.368 -2.738 2.362
H -0.100 -2.448 3.328
H -0.349 -3.373 2.022